No. 1
C6H4N5O5Pb as an isolated structure. Source: the OMol25 dataset; level of theory: ωB97M-V/def2-TZVPD.

Its energy above the lowest of the compared OMol25 structures with the same formula, charge and spin is 0.0 kJ/mol. Its LUMO energy (alpha / beta) is -0.4921 / -0.5803 hartree. The net charge is +3. The value obtained for the HOMO-LUMO gap (alpha / beta) is 8.5 / 4.6 eV. As for the energy: -29181.817 eV. The HOMO energy (alpha / beta) comes out at -21.94 / -20.35 eV. Its molecular weight is 433.33 g/mol.

Atoms and positions in Å:
O  -2.387  -3.530  1.002
C  -2.093  -2.635  0.350
Pb  1.120  0.532  -1.807
O  2.073  -1.890  0.911
C  1.577  -1.220  0.125
C  2.912  2.346  -1.946
O  3.461  3.348  -2.034
C  -0.625  1.393  -3.150
O  -0.935  2.020  -4.106
C  1.991  -0.923  -3.639
O  2.296  -1.588  -4.518
H  -1.321  0.639  -2.529
N  -1.413  -0.939  3.603
N  -0.835  -0.156  2.624
N  -1.078  1.172  2.616
C  -0.715  1.491  1.366
N  -0.387  0.416  0.614
N  -0.528  -0.652  1.402
H  -1.008  -1.871  3.612
H  -1.350  -0.454  4.490
H  -0.755  2.500  1.013


No. 2
C5H6O2 as an isolated structure. Source: the OMol25 dataset; level of theory: ωB97M-V/def2-TZVPD.

Its energy above the lowest of the compared OMol25 structures with the same formula, charge and spin is 397.6 kJ/mol. Its LUMO energy (alpha / beta) is 0.0182 / 0.0182 hartree. The value obtained for the HOMO-LUMO gap (alpha / beta) is 9.9 / 9.9 eV. As for the energy: -9372.974 eV. The HOMO energy (alpha / beta) comes out at -9.43 / -9.43 eV. Its molecular weight is 98.10 g/mol.

Atoms and positions in Å:
C  -0.813  0.192  0.935
C  -0.286  -1.166  0.480
O  -0.831  0.420  -1.396
C  -0.479  1.109  -0.259
C  0.859  0.788  -0.733
O  1.671  -0.009  0.027
C  0.960  -1.224  0.038
H  -1.903  0.187  1.048
H  -0.357  0.499  1.883
H  -0.921  -2.030  0.398
H  -0.707  2.168  -0.198
H  1.336  1.033  -1.662
H  1.472  -1.966  -0.562


No. 3
A 7-piece molecular cluster, C24H65N3O13 overall. Source: the OMol25 dataset; level of theory: ωB97M-V/def2-TZVPD.

The SMILES is COCCNCCOC.COCCNCCOC.COCCNCCOC.OCCO.OCCO.OCCO.O. Its energy above the lowest of the compared OMol25 structures with the same formula, charge and spin is 0.0 kJ/mol. Its LUMO energy is 0.0109 hartree. The value obtained for the HOMO-LUMO gap is 8.6 eV. As for the energy: -57024.113 eV. The HOMO energy comes out at -8.34 eV. Its molecular weight is 603.79 g/mol.

Atoms and positions in Å:
C  1.810  -5.560  3.671
O  2.110  -4.911  2.439
C  2.238  -3.517  2.590
C  3.014  -2.938  1.432
N  2.332  -3.091  0.152
C  3.153  -2.785  -1.002
C  4.427  -3.593  -1.189
O  4.125  -4.948  -1.077
C  5.162  -5.784  -1.558
H  2.645  -5.332  4.340
H  1.704  -6.627  3.509
H  0.871  -5.164  4.070
H  2.677  -3.246  3.555
H  1.218  -3.084  2.570
H  3.966  -3.493  1.450
H  3.169  -1.889  1.699
H  2.109  -4.081  0.059
H  3.394  -1.717  -1.074
H  2.573  -2.930  -1.924
H  5.161  -3.250  -0.439
H  4.854  -3.353  -2.173
H  6.013  -5.780  -0.866
H  5.433  -5.442  -2.559
H  4.808  -6.812  -1.558
C  -1.019  -2.876  -3.784
O  -1.320  -3.111  -2.431
C  -1.309  -4.469  -2.086
C  -1.524  -4.538  -0.579
N  -1.415  -5.911  -0.091
C  -0.774  -5.975  1.217
C  -0.961  -7.353  1.851
O  -1.035  -7.235  3.266
C  -1.715  -8.299  3.852
H  -1.874  -3.011  -4.455
H  -0.164  -3.479  -4.103
H  -0.743  -1.822  -3.871
H  -0.344  -4.962  -2.294
H  -2.049  -5.104  -2.591
H  -2.543  -4.152  -0.429
H  -0.822  -3.930  -0.012
H  -2.296  -6.400  -0.018
H  -1.147  -5.205  1.911
H  0.300  -5.785  1.139
H  -0.162  -8.041  1.566
H  -1.949  -7.705  1.515
H  -1.322  -9.283  3.563
H  -2.787  -8.315  3.598
H  -1.671  -8.185  4.935
C  -0.294  4.191  -0.949
O  -1.171  5.288  -0.772
C  -0.602  6.516  -1.118
C  -1.714  7.514  -1.490
N  -2.621  7.846  -0.421
C  -2.011  8.574  0.676
C  -2.967  8.869  1.791
O  -4.030  9.645  1.313
C  -4.989  9.905  2.327
H  0.143  4.218  -1.950
H  -0.859  3.279  -0.768
H  0.501  4.247  -0.197
H  0.030  6.400  -2.016
H  0.075  6.924  -0.353
H  -2.243  7.003  -2.296
H  -1.183  8.406  -1.831
H  -3.005  6.981  -0.048
H  -1.634  9.519  0.269
H  -1.140  8.064  1.123
H  -2.454  9.427  2.587
H  -3.333  7.927  2.235
H  -4.560  10.543  3.110
H  -5.290  8.936  2.735
H  -5.808  10.462  1.883
O  0.709  -0.572  1.133
C  0.240  0.183  0.028
C  -0.960  -0.418  -0.664
O  -2.085  -0.496  0.182
H  1.086  -1.392  0.780
H  0.174  1.251  0.239
H  1.039  0.159  -0.742
H  -0.648  -1.417  -0.993
H  -1.149  0.140  -1.582
H  -1.801  -1.023  0.937
O  -3.762  1.648  -4.696
C  -3.484  2.108  -3.383
C  -3.069  3.558  -3.369
O  -1.758  3.762  -3.874
H  -3.005  1.165  -5.034
H  -4.348  1.956  -2.734
H  -2.664  1.547  -2.918
H  -3.109  3.977  -2.360
H  -3.794  4.180  -3.914
H  -1.688  3.299  -4.715
O  2.922  4.238  -0.318
C  2.964  2.814  -0.391
C  3.404  2.315  0.981
O  2.439  2.575  1.975
H  3.825  4.564  -0.289
H  2.016  2.326  -0.599
H  3.747  2.541  -1.105
H  4.371  2.768  1.251
H  3.640  1.246  0.969
H  2.245  3.519  1.949
O  1.931  0.364  3.582
H  1.975  1.154  3.026
H  1.439  -0.251  3.026


No. 4
C5H6FO4Ru as an isolated structure. Source: the OMol25 dataset; level of theory: ωB97M-V/def2-TZVPD.

Its energy above the lowest of the compared OMol25 structures with the same formula, charge and spin is 166.6 kJ/mol. Its LUMO energy (alpha / beta) is -0.5469 / -0.7008 hartree. The net charge is +3. As for the expectation value of S²: 12.014. The value obtained for the HOMO-LUMO gap (alpha / beta) is 7.8 / 2.7 eV. As for the energy: -18727.064 eV. The HOMO energy (alpha / beta) comes out at -22.65 / -21.76 eV. The spin multiplicity is 7. Its molecular weight is 250.17 g/mol.

Atoms and positions in Å:
O  -0.521  -2.777  -1.192
C  -0.762  -2.212  -2.279
H  -1.418  -2.732  -2.992
H  -1.015  0.480  0.137
C  -0.235  -0.941  -2.633
H  0.670  -0.590  -2.134
H  -0.527  -0.499  -3.586
C  -0.186  0.606  0.896
C  -0.384  1.405  2.165
O  0.858  2.101  2.283
C  1.584  1.962  1.185
O  0.925  1.119  0.309
O  2.607  2.499  0.920
F  0.128  -0.788  1.255
H  -0.545  0.773  3.043
H  -1.201  2.126  2.051
Ru  0.024  -2.532  0.572